1.
The following is a DFT calculation (ωB97M-V/def2-TZVPD) of a 2-piece molecular cluster, C7H16N3O2 overall.

Structure (XYZ):
```
28
Properties=species:S:1:pos:R:3:forces:R:3
C 1.511755 -0.451230 -3.013019 -6.5 -4.0 -3.5
C -1.266064 0.933511 2.098447 0.1 -0.1 -0.2
C -1.928518 -0.142732 1.255951 -0.1 0.5 0.3
C -0.115358 1.534348 1.305877 -0.5 0.2 0.2
C 0.330372 -0.731251 0.545652 -0.4 0.2 0.2
C -1.405502 -2.425298 0.508476 0.0 -0.5 -0.2
C 2.179244 0.857729 0.792397 0.5 0.0 0.0
N -0.935599 -1.077131 0.756346 0.4 -0.1 0.0
N 1.873225 0.234450 -4.086238 1.9 3.0 -2.6
N 0.778082 0.488241 0.830275 0.0 -0.2 -0.1
O 2.059137 -0.345705 -1.927207 4.1 1.3 6.1
O 1.129707 -1.650550 0.064016 0.4 0.2 -0.3
H -1.987908 1.707172 2.354214 0.0 0.0 0.0
H -0.888892 0.495734 3.024197 0.0 0.0 0.0
H -2.654636 -0.700598 1.848006 0.0 0.0 -0.1
H -2.456318 0.303235 0.405933 0.0 -0.1 0.1
H -0.490655 2.105158 0.449386 0.1 0.0 0.1
H 0.463002 2.211795 1.936790 0.0 -0.1 -0.1
H -2.254120 -2.400821 -0.176002 0.0 0.0 0.0
H -0.607898 -3.026371 0.083980 -0.1 0.0 0.0
H -1.723502 -2.876823 1.449700 0.0 0.0 0.0
H 2.516219 1.086056 1.805250 0.0 0.0 0.0
H 2.802459 0.063765 0.394635 -0.1 0.1 0.1
H 2.305128 1.742511 0.169508 0.0 0.0 0.0
H 1.449354 0.093059 -4.986855 0.1 -0.2 -0.1
H 2.665331 0.856984 -4.020364 0.2 0.0 -0.3
H 0.671661 -1.141285 -3.173781 0.3 0.0 0.2
H 1.711160 -1.253514 -0.663747 -0.3 -0.3 0.4
```
Forces are in eV/Å.

Results
calculated total energy: -16073.4511 eV
orbital gap (alpha / beta): 6.35 / 6.10 eV
relative energy (zero: lowest compared OMol25 entry of this formula, charge and spin): 0.00 kJ/mol
LUMO (alpha / beta): -2.20 / -7.00 eV
2S+1: 3
total charge: +1

These are the natural (NBO) partial charges, in e, on atoms 1 to 8: number 1, C, carries 0.003; number 2, C, carries -0.423; number 3, C, carries -0.214; number 4, C, carries -0.214; number 5, C, carries 0.811; number 6, C, carries -0.414; number 7, C, carries -0.405; number 8, N, carries -0.378


2.
The following is a DFT calculation (ωB97M-V/def2-TZVPD) of an isolated ion of composition C7H16N4 and charge +2.

Structure (XYZ):
```
27
Properties=species:S:1:pos:R:3:forces:R:3
C -2.091643 -0.820779 0.064495 1.4 1.1 -0.3
C -0.941611 -1.524894 -0.687849 -1.6 1.1 -0.2
C -0.057170 -0.398567 -1.012436 1.9 2.3 1.0
C 2.037680 -1.365268 -0.223897 -0.7 -1.4 -1.5
C -3.288547 -1.451401 0.599536 -0.1 0.2 2.0
C 3.283879 -1.257157 0.450325 1.7 2.5 3.9
C -0.048190 3.419929 -0.089569 -5.0 -1.1 -0.5
N -1.964963 0.444347 0.203478 -1.8 1.1 1.3
N 1.133228 -0.450760 -0.175076 0.8 1.6 0.4
N -0.903309 1.101045 -0.420925 0.2 -2.5 -2.9
N -0.103598 1.950872 0.306242 0.9 -0.2 2.6
H -0.550545 -2.294272 -0.049834 0.5 -0.2 0.3
H -1.348988 -1.995398 -1.547658 -0.5 -0.5 -0.9
H 0.246313 0.116496 -1.924886 -0.4 -1.4 -0.6
H 1.874853 -2.268629 -0.875410 -0.2 1.0 0.6
H -3.567396 -0.935679 1.544477 0.5 -0.4 -0.2
H -3.290425 -2.520717 0.765275 0.2 -0.1 -0.3
H -4.097894 -1.098436 0.029380 -1.3 -0.1 -1.3
H 3.348223 -1.822704 1.454293 -0.4 0.3 -1.6
H 3.391865 -0.156192 0.854813 0.0 -1.9 -0.9
H 4.200060 -1.510827 -0.078573 -0.3 -0.3 -0.4
H -1.163573 3.806751 0.024780 2.2 -0.5 -0.3
H 0.493324 3.970514 0.614170 1.3 0.5 0.8
H 0.197343 3.529374 -1.146402 0.6 0.0 0.3
H 1.359359 0.464419 0.347666 -0.4 -1.2 -0.9
H -1.244857 1.587990 -1.350704 0.7 -0.9 2.2
H -0.182400 1.711637 1.369724 -0.2 0.9 -2.6
```
Forces are in eV/Å.

Results
calculated total energy: -13457.9939 eV
orbital gap: 9.54 eV
structure (SMILES): C/C=[NH+]/[C@H]1CC(C)=N[N@H+]1NC
relative energy (zero: lowest compared OMol25 entry of this formula, charge and spin): 457.67 kJ/mol
LUMO: -8.17 eV
2S+1: 1
total charge: +2

These are the natural (NBO) partial charges, in e, on atoms 1 to 8: number 1, C, carries 0.416; number 2, C, carries -0.553; number 3, C, carries 0.120; number 4, C, carries 0.338; number 5, C, carries -0.708; number 6, C, carries -0.748; number 7, C, carries -0.422; number 8, N, carries -0.303


3.
The following is a DFT calculation (ωB97M-V/def2-TZVPD) of an isolated ion of composition C7H16N4 and charge +2.

Structure (XYZ):
```
27
Properties=species:S:1:pos:R:3:forces:R:3
C -1.193328 -1.136832 0.113417 1.2 -1.1 0.8
C -2.102535 -0.011940 0.343154 -1.7 0.5 -1.4
C 2.234540 -0.437116 0.195285 -3.1 -1.9 0.2
C 1.242070 -1.663556 0.484660 1.7 2.8 3.7
C -1.488934 1.282984 -0.331105 0.1 -4.5 -5.8
C 0.651505 0.768033 -1.201890 0.4 0.4 1.2
C 0.347696 2.318084 0.830251 0.4 1.0 0.0
N 1.734949 0.073301 -1.079114 2.0 0.5 1.5
N -0.036617 -1.002136 0.742958 0.7 -2.7 -0.9
N -1.404050 -2.157560 -0.729241 -0.4 0.8 0.7
N -0.065666 1.409450 -0.280460 -0.1 0.6 0.7
H -3.126959 -0.278852 -0.063776 1.2 0.8 0.3
H -2.234406 0.250438 1.360986 0.0 -0.4 1.3
H 2.058832 0.103383 1.110271 1.0 1.2 -0.3
H 3.151978 -0.899977 0.038238 2.0 0.0 0.1
H 1.324475 -2.202788 -0.350367 -0.5 -2.7 -3.0
H 1.705417 -2.168117 1.386576 -1.1 0.2 -1.0
H -1.819622 1.187418 -1.463356 0.8 0.1 1.9
H -1.882620 2.151871 -0.093362 -2.3 3.8 2.0
H 0.320369 0.710589 -2.165982 -1.7 0.3 -2.5
H 1.419356 2.089318 1.036234 -0.8 0.9 0.1
H 0.147940 3.451971 0.463190 0.7 -2.7 1.0
H -0.281755 2.124868 1.767162 0.9 0.2 -1.4
H 2.313141 -0.226142 -1.875633 -0.8 0.4 0.1
H -2.364023 -2.421023 -0.916758 0.0 0.3 -0.4
H -0.757039 -2.929782 -0.817379 0.1 0.1 0.2
H 0.105296 -0.385888 1.496036 -0.8 1.2 0.8
```
Forces are in eV/Å.

Results
calculated total energy: -13460.8659 eV
orbital gap: 9.93 eV
structure (SMILES): C/[N+]1=C\NCCNC(=[NH2+])CC1
relative energy (zero: lowest compared OMol25 entry of this formula, charge and spin): 180.57 kJ/mol
LUMO: -7.66 eV
2S+1: 1
total charge: +2

These are the natural (NBO) partial charges, in e, on atoms 1 to 8: number 1, C, carries 0.577; number 2, C, carries -0.502; number 3, C, carries -0.225; number 4, C, carries -0.224; number 5, C, carries -0.185; number 6, C, carries 0.424; number 7, C, carries -0.444; number 8, N, carries -0.488


4.
The following is a DFT calculation (ωB97M-V/def2-TZVPD) of an isolated ion of composition C7H16N4O3P and charge +1.

Structure (XYZ):
```
31
Properties=species:S:1:pos:R:3:forces:R:3
C -0.249155 4.172554 0.411759 -0.4 -0.5 -0.1
C -0.330291 2.676691 0.669698 0.4 1.0 0.1
O 0.444524 1.987449 -0.346064 -0.2 -0.3 -0.1
P 0.288903 0.427383 -0.491002 0.0 0.4 0.0
O -0.442729 -0.213346 0.624100 -0.2 -0.1 0.1
C 1.919911 -0.272921 -0.643501 0.5 0.0 -0.2
C 1.757983 -1.769428 -0.359615 -0.5 0.1 0.0
C 1.474844 -1.944086 1.085410 -0.2 -0.4 0.2
N 2.080908 -1.295422 2.084594 -0.3 -0.3 0.6
N 1.503093 -1.659885 3.209464 0.1 0.1 -0.4
N 0.572245 -2.510764 2.930052 0.3 0.3 -0.3
N 0.532883 -2.735020 1.612053 0.5 0.3 0.1
O -0.297543 0.135799 -1.928354 -0.3 -0.1 0.2
C -1.755295 0.112848 -2.043288 0.2 0.0 -0.5
C -2.293589 -1.281086 -1.883463 0.2 0.0 0.4
H -0.408870 4.678782 1.355312 0.1 0.3 0.1
H -1.052347 4.462603 -0.255178 0.0 0.2 -0.2
H 0.696350 4.449928 -0.032497 0.3 0.1 0.1
H 0.101404 2.449829 1.635635 0.0 -0.3 0.2
H -1.367467 2.375873 0.649899 -0.2 -0.4 0.0
H 2.336429 -0.122022 -1.633465 -0.1 0.0 -0.2
H 2.612166 0.180222 0.056819 0.0 0.1 0.2
H 2.607939 -2.354455 -0.686972 0.3 -0.1 0.1
H 0.876256 -2.119869 -0.892245 0.0 -0.3 -0.2
H -0.037625 -2.906491 3.634442 -0.1 -0.1 -0.1
H -0.134718 -3.337322 1.152799 -0.2 0.0 0.1
H -1.962890 0.462508 -3.045573 0.1 0.2 -0.2
H -2.188583 0.820907 -1.346428 -0.1 0.1 0.2
H -1.701899 -1.962517 -2.485232 -0.1 -0.2 -0.3
H -3.334008 -1.294386 -2.187080 -0.1 -0.1 -0.2
H -2.248830 -1.614356 -0.852079 0.0 0.0 0.2
```
Forces are in eV/Å.

Results
calculated total energy: -28904.4552 eV
orbital gap: 9.58 eV
structure (SMILES): CCOP(=O)(CCc1nn[nH][nH+]1)OCC
relative energy (zero: lowest compared OMol25 entry of this formula, charge and spin): 0.00 kJ/mol
LUMO: -4.26 eV
2S+1: 1
total charge: +1

These are the natural (NBO) partial charges, in e, on atoms 1 to 8: number 1, C, carries -0.627; number 2, C, carries -0.054; number 3, O, carries -0.818; number 4, P, carries 2.422; number 5, O, carries -1.156; number 6, C, carries -0.817; number 7, C, carries -0.463; number 8, C, carries 0.471


Which of these has the highest relative energy (zero: lowest compared OMol25 entry of this formula, charge and spin)? number 2